(1)
# C35H29F12N3O2PTi

A molecular structure, C35H29F12N3O2PTi (ωB97M-V/def2-TZVPD, the OMol25 dataset).

The geometry in ORCA input format:
```
! wB97M-V def2-TZVPD RIJCOSX def2/J DEFGRID3
* xyz -1 3
Ti -0.652 0.042 -0.324
C 2.647 -0.941 4.512
C 1.738 -0.175 3.590
C 2.114 1.070 3.086
C 1.301 1.767 2.218
C 0.067 1.228 1.811
N -0.693 1.711 0.752
C -0.820 3.005 0.320
C -0.646 4.063 1.222
C -0.836 5.380 0.854
C -1.223 5.701 -0.438
C -1.464 7.122 -0.862
C -1.402 4.653 -1.333
C -1.205 3.311 -1.017
C -1.513 2.258 -2.131
O -1.280 0.946 -1.866
C -3.036 2.343 -2.463
F -3.760 2.383 -1.336
F -3.463 1.285 -3.162
F -3.368 3.439 -3.185
C -0.677 2.532 -3.414
F -1.100 1.752 -4.425
F -0.715 3.800 -3.877
F 0.606 2.238 -3.190
C -0.363 0.003 2.375
C 0.492 -0.674 3.255
C -1.823 -0.441 2.103
O -2.072 -0.659 0.776
C -2.824 0.672 2.637
F -2.224 1.541 3.467
F -3.851 0.150 3.339
F -3.364 1.348 1.631
C -2.169 -1.774 2.805
F -1.326 -2.761 2.421
F -3.398 -2.194 2.482
F -2.111 -1.695 4.150
H 3.629 -0.472 4.570
H 2.792 -1.965 4.167
H 2.244 -0.994 5.525
H 3.073 1.488 3.367
H 1.597 2.738 1.853
H -0.398 3.819 2.246
H -0.701 6.165 1.592
H -1.259 7.809 -0.041
H -2.498 7.281 -1.174
H -0.828 7.412 -1.700
H -1.727 4.908 -2.330
H 0.185 -1.610 3.696
N 3.424 1.280 -0.514
C 2.037 1.422 -0.501
N 1.448 0.192 -0.760
C 2.500 -0.679 -0.990
C 2.511 -2.001 -1.399
C 3.736 -2.669 -1.542
C 4.934 -2.016 -1.312
C 4.950 -0.662 -0.947
C 3.736 -0.017 -0.807
H 4.083 2.021 -0.362
H 1.558 2.381 -0.604
H 1.595 -2.528 -1.606
H 3.738 -3.709 -1.838
H 5.868 -2.551 -1.426
H 5.883 -0.138 -0.788
C -2.867 -2.732 -1.215
P -1.096 -2.355 -1.420
C -0.899 -2.416 -3.235
C -0.336 -3.923 -0.844
C 0.481 -3.901 0.281
C 1.035 -5.074 0.775
C 0.775 -6.281 0.143
C -0.040 -6.318 -0.982
C -0.593 -5.143 -1.468
H -3.163 -3.585 -1.829
H -3.449 -1.854 -1.494
H -3.068 -2.940 -0.166
H -1.199 -3.367 -3.677
H 0.133 -2.199 -3.507
H -1.520 -1.617 -3.647
H 0.701 -2.956 0.769
H 1.674 -5.037 1.645
H 1.207 -7.196 0.528
H -0.244 -7.257 -1.479
H -1.233 -5.185 -2.340
*
```

Energy above the lowest of the compared OMol25 structures with the same formula, charge and spin = 0.0 kcal per mole
E_LUMO (alpha / beta) = 2.580 / 2.576 eV
<S²> = 2.017
HOMO-LUMO gap (alpha / beta) = 3.9953 / 7.0787 eV



(2)
# C35H29N3P2ReS2

A molecular structure, C35H29N3P2ReS2 at a distorted geometry (ωB97M-V/def2-TZVPD, the OMol25 dataset).

The geometry in ORCA input format:
```
! wB97M-V def2-TZVPD RIJCOSX def2/J DEFGRID3
* xyz 2 2
Re -1.263 -0.692 -1.359
S -2.485 -1.160 0.740
P -0.846 -0.270 1.639
C 0.061 -0.113 0.121
P 0.706 1.436 -0.460
S -0.816 1.781 -1.791
C 2.236 1.154 -1.397
C 2.265 0.145 -2.353
C 3.396 -0.023 -3.128
C 4.490 0.813 -2.955
C 4.467 1.809 -1.993
C 3.334 1.989 -1.218
C 1.074 2.631 0.831
C 0.535 3.905 0.929
C 0.919 4.707 1.993
C 1.826 4.241 2.931
C 2.368 2.968 2.821
C 1.989 2.157 1.771
C -0.133 -1.485 2.757
C -0.966 -1.984 3.755
C -0.504 -2.993 4.578
C 0.782 -3.489 4.407
C 1.613 -2.974 3.422
C 1.155 -1.974 2.582
C -1.348 1.195 2.571
C -0.739 1.488 3.788
C -1.123 2.623 4.479
C -2.104 3.458 3.965
C -2.709 3.160 2.751
C -2.331 2.032 2.048
H 1.397 -0.497 -2.495
H 3.431 -0.795 -3.880
H 5.359 0.680 -3.577
H 5.321 2.454 -1.846
H 3.309 2.763 -0.467
H -0.157 4.267 0.182
H 0.514 5.704 2.083
H 2.120 4.870 3.757
H 3.087 2.610 3.541
H 2.410 1.165 1.655
H -1.966 -1.584 3.870
H -1.148 -3.400 5.343
H 1.138 -4.284 5.044
H 2.614 -3.359 3.303
H 1.785 -1.571 1.799
H 0.015 0.830 4.197
H -0.662 2.855 5.428
H -2.404 4.338 4.514
H -3.479 3.807 2.358
H -2.807 1.787 1.107
N -1.420 -2.264 -4.249
C -2.623 -1.642 -3.967
C -3.630 -1.731 -4.933
C -4.846 -1.132 -4.694
C -5.027 -0.451 -3.493
C -3.982 -0.393 -2.599
N -2.790 -0.966 -2.820
C -0.424 -2.711 -3.423
C 0.642 -3.414 -4.004
C 1.635 -3.935 -3.210
C 1.509 -3.821 -1.825
C 0.458 -3.099 -1.316
N -0.457 -2.476 -2.092
H -1.340 -2.584 -5.207
H -3.444 -2.283 -5.840
H -5.638 -1.198 -5.421
H -5.968 0.013 -3.254
H -4.090 0.119 -1.649
H 0.672 -3.517 -5.076
H 2.476 -4.444 -3.654
H 2.234 -4.271 -1.169
H 0.327 -2.975 -0.248
*
```

Energy above the lowest of the compared OMol25 structures with the same formula, charge and spin = 33.2 kcal per mole
E_LUMO (alpha / beta) = -6.829 / -6.679 eV
<S²> = 1.249
HOMO-LUMO gap (alpha / beta) = 6.2385 / 6.7813 eV



(3)
# C35H30CrF10N3O5P

A molecular structure, C35H30CrF10N3O5P (ωB97M-V/def2-TZVPD, the OMol25 dataset).

The geometry in ORCA input format:
```
! wB97M-V def2-TZVPD RIJCOSX def2/J DEFGRID3
* xyz -1 2
Cr -0.096 0.649 -0.099
C 1.216 -2.821 1.247
N 1.392 -1.388 1.071
C 1.209 -0.668 2.319
C -0.264 -0.490 2.618
N -0.933 0.226 1.539
C -2.865 1.721 1.139
C -3.800 1.740 -0.088
F -4.185 0.534 -0.565
C -4.945 2.744 0.098
F -5.951 2.504 -0.803
C -5.523 2.785 1.478
F -6.807 3.137 1.576
C -4.800 2.522 2.556
F -5.325 2.622 3.786
C -3.334 2.325 2.465
F -2.762 3.589 2.740
C 2.611 -1.064 0.343
C 2.359 -1.173 -1.147
N 1.327 -0.226 -1.526
C 1.268 0.112 -2.840
C 0.716 1.346 -3.242
F 0.353 2.218 -2.279
C 0.549 1.747 -4.544
F 0.000 2.942 -4.811
C 0.976 0.942 -5.585
F 0.818 1.318 -6.866
C 1.569 -0.259 -5.259
F 1.987 -1.075 -6.239
C 1.712 -0.655 -3.941
F 2.248 -1.885 -3.753
H 1.965 -3.228 1.947
H 1.316 -3.337 0.294
H 0.221 -3.043 1.628
H 1.670 0.315 2.221
H 1.693 -1.181 3.168
H -0.343 0.057 3.567
H -0.750 -1.461 2.785
H 3.445 -1.727 0.629
H 2.892 -0.037 0.580
H 2.090 -2.211 -1.386
H 3.303 -0.972 -1.670
O 1.601 3.709 1.843
C 0.888 3.115 1.062
O 1.177 1.974 0.500
C -0.459 3.760 0.643
P -1.536 2.415 0.083
C -3.002 2.766 -0.977
C -3.979 3.863 -0.421
C -4.519 4.822 -1.432
C -4.309 4.636 -2.733
C -3.542 3.496 -3.253
C -2.932 2.623 -2.453
C -2.330 0.468 1.873
C -2.608 1.209 3.240
C -3.339 0.461 4.304
C -3.938 -0.695 4.026
C -3.858 -1.313 2.697
C -3.133 -0.792 1.709
H -0.256 4.368 -0.246
H -0.837 4.403 1.431
H -3.565 4.401 0.435
H -5.080 5.675 -1.071
H -4.707 5.349 -3.444
H -3.472 3.371 -4.326
H -2.384 1.774 -2.845
H -1.689 1.662 3.617
H -3.366 0.879 5.303
H -4.471 -1.226 4.805
H -4.376 -2.252 2.541
H -3.004 -1.306 0.765
C -3.113 -2.874 -1.934
C -1.687 -2.340 -1.916
C -0.812 -3.075 -2.925
O -1.194 -2.547 -0.599
C -1.738 -0.843 -2.290
O -2.118 -0.527 -3.408
O -1.418 -0.006 -1.364
H -3.110 -3.927 -1.644
H -3.533 -2.768 -2.932
H -3.739 -2.319 -1.232
H -0.850 -4.147 -2.718
H 0.224 -2.744 -2.842
H -1.159 -2.884 -3.940
H -0.451 -1.941 -0.461
*
```

E_LUMO (alpha / beta) = 2.484 / 2.486 eV
<S²> = 0.758
HOMO-LUMO gap (alpha / beta) = 6.9871 / 7.0167 eV